A molecular structure, C21H31F5MnP2S at a distorted geometry, computed with wB97M-V/def2-TZVPD.

Each line ends with the Mulliken charge.
Element x y z (Å)
1 P 0.3817 -0.0739 -4.3158  1.618
2 P 1.4564 3.1523 -3.6986  1.102
3 C 0.5909 1.2478 -5.5988  -1.408
4 C 1.8323 1.9087 -5.0563  -0.689
5 H -0.2744 1.9351 -5.6245  0.402
6 H 0.7407 0.7507 -6.5836  0.567
7 H 2.4604 1.1532 -4.3392  0.233
8 H 2.5410 2.3078 -5.7791  0.734
9 C -0.2501 3.8554 -3.7951  -1.307
10 H -0.3781 4.4711 -2.8745  0.402
11 H -0.9619 3.0067 -3.7243  0.310
12 H -0.4448 4.4542 -4.6832  0.387
13 C 2.6120 4.3743 -4.3394  -1.362
14 H 2.7163 4.2529 -5.4249  0.418
15 H 3.5775 4.2184 -3.8508  0.324
16 H 2.2221 5.3621 -4.0856  0.417
17 C -1.0031 -0.8452 -5.5862  -1.301
18 H -1.1508 -1.9304 -5.4683  -0.032
19 H -0.6645 -0.7193 -6.6262  0.649
20 H -2.0065 -0.3918 -5.5377  0.458
21 C 1.4753 -1.3917 -5.1609  -1.430
22 H 2.4050 -1.4717 -4.5871  0.348
23 H 1.7094 -1.0610 -6.1846  0.381
24 H 1.0201 -2.3962 -5.2355  0.385
25 Mn 1.5556 1.2305 -3.0443  -0.687
26 C -2.7540 -1.2978 -1.9932  -0.544
27 C -3.0087 -1.3243 -3.3233  -0.363
28 C -3.5459 -2.4960 -4.0978  -0.900
29 C -2.7527 -3.7823 -3.7451  -0.804
30 C -1.2696 -3.7854 -3.9310  -0.519
31 C -0.3850 -3.4479 -2.9848  -0.199
32 C -0.5680 -2.9254 -1.5770  -0.864
33 C -1.6169 -1.7904 -1.1508  0.043
34 C 3.2946 1.0036 -2.1081  -1.115
35 H -3.3265 -0.5704 -1.3954  0.346
36 H -3.0582 -0.3341 -3.8018  0.552
37 H -3.4649 -2.3005 -5.1630  0.360
38 H -4.6247 -2.6523 -3.9282  0.402
39 H -2.9582 -3.9833 -2.6951  0.301
40 H -3.0838 -4.6247 -4.3582  0.468
41 H -0.8915 -3.9618 -4.9530  0.647
42 H 0.6886 -3.3200 -3.3081  0.371
43 H 0.3900 -2.4336 -1.2944  0.230
44 H -0.7224 -3.8083 -0.9046  0.430
45 H -1.9626 -2.1218 -0.1525  0.471
46 H -1.0876 -0.8513 -0.8646  -0.287
47 H 3.3224 1.8330 -1.3738  0.266
48 H 4.1595 0.9855 -2.8035  0.359
49 H 3.2562 0.0303 -1.5824  0.295
50 F 0.4420 0.6709 4.8006  -0.304
51 C 0.5078 1.2112 3.5715  0.417
52 C 1.5408 2.0865 3.2203  0.331
53 F 2.4423 2.4265 4.1693  -0.302
54 C 1.6647 2.5490 1.8999  0.007
55 F 2.6204 3.4868 1.6768  -0.305
56 C 0.8228 2.0502 0.8422  -0.150
57 S 0.9771 2.1697 -0.9046  -0.201
58 C -0.3515 1.4209 1.3321  0.074
59 F -1.4024 1.2451 0.4813  -0.355
60 C -0.4709 0.9324 2.6205  0.242
61 F -1.5020 0.1127 2.9389  -0.321

Output
- DFT total energy: -96588.7862 eV
- Multiplicity: 6
- LUMO level (alpha / beta): 0.00693 / -0.02869 Ha
- HOMO level (alpha / beta): -6.6 / -7.3 eV



A molecular structure, C21H31F5P2Sn at a distorted geometry, computed with wB97M-V/def2-TZVPD.

Each line ends with the Mulliken charge.
Element x y z (Å)
1 P 0.3546 -2.0273 -1.8454  1.437
2 P 0.6085 1.6311 -1.4922  1.222
3 C 0.6022 -0.7082 -3.0832  -1.358
4 C 1.4824 0.4746 -2.6349  -1.051
5 H -0.3944 -0.3925 -3.4397  0.445
6 H 1.1036 -1.2077 -3.9371  0.628
7 H 2.4234 0.1589 -2.1534  0.271
8 H 1.7485 1.0510 -3.5390  0.678
9 C 0.0821 2.8483 -2.7841  -1.784
10 H -0.2009 3.7929 -2.2991  0.404
11 H -0.7687 2.4818 -3.3785  0.364
12 H 0.9321 3.0338 -3.4572  0.521
13 C 1.6994 2.7099 -0.5150  -1.012
14 H 2.0593 3.5482 -1.1418  0.488
15 H 2.5883 2.1183 -0.1859  -0.058
16 H 1.1348 3.0886 0.3534  0.318
17 C -0.6389 -3.1927 -2.8534  -1.628
18 H -0.7654 -4.1362 -2.3088  0.431
19 H -0.1178 -3.3879 -3.8045  0.495
20 H -1.6363 -2.7818 -3.0756  0.307
21 C 1.9795 -2.7798 -1.6826  -1.324
22 H 2.7541 -1.9956 -1.6719  0.368
23 H 2.1154 -3.4276 -2.5667  0.396
24 H 2.0151 -3.3799 -0.7627  0.338
25 Sn 2.8492 0.5580 1.6632  0.619
26 C -1.4111 1.2237 -1.0500  0.474
27 C -2.1448 0.4593 -2.0048  -1.252
28 C -3.3669 -0.2919 -1.7307  -1.014
29 C -3.4366 -1.2469 -0.4982  -0.773
30 C -2.3631 -2.2364 -0.4604  -1.184
31 C -0.9593 -1.9774 -0.3564  0.026
32 C -0.4434 -0.7215 0.3808  0.174
33 C -1.2222 0.5928 0.3659  -1.718
34 C 2.7568 -1.3753 2.6858  -1.294
35 H -1.7948 2.2695 -0.9933  0.815
36 H -2.0388 0.7893 -3.0283  0.413
37 H -3.5747 -0.8802 -2.6423  0.251
38 H -4.2176 0.3983 -1.6216  0.326
39 H -3.5368 -0.6815 0.4400  0.284
40 H -4.3452 -1.8604 -0.5711  0.387
41 H -2.6627 -3.2983 -0.4129  0.350
42 H -0.5527 -2.8959 0.1542  0.909
43 H 0.5778 -0.5256 0.0106  -0.762
44 H -0.2898 -1.0530 1.3992  0.487
45 H -2.1927 0.4396 0.8506  0.575
46 H -0.6828 1.2996 1.0131  0.370
47 H 3.5112 -1.4918 3.4706  0.381
48 H 2.9492 -2.0214 1.8084  0.303
49 H 1.7228 -1.4859 3.0685  0.320
50 F -0.7554 -0.2280 3.1717  -0.336
51 C -0.0930 0.8772 3.6425  0.307
52 C 1.2476 1.1203 3.2754  -0.444
53 C 1.9460 1.7954 4.2684  0.684
54 F 3.3242 1.7810 4.1969  -0.333
55 C 1.3666 2.3369 5.4229  0.187
56 F 2.1195 2.8919 6.4055  -0.302
57 C -0.0103 2.2462 5.6211  0.540
58 F -0.6024 2.8216 6.6903  -0.282
59 C -0.7535 1.5184 4.7038  -0.079
60 F -2.0809 1.3321 4.9197  -0.305

Output
- DFT total energy: -60265.9287 eV
- LUMO level (alpha / beta): -0.04163 / -0.03278 Ha
- HOMO level (alpha / beta): -5.2 / -5.5 eV



A molecular structure, C21H31FeNOP2S at a distorted geometry, computed with wB97M-V/def2-TZVPD.

Each line ends with the Mulliken charge.
Element x y z (Å)
1 C -1.6614 3.2832 -1.8897  -0.778
2 C -1.4801 1.9560 -1.5117  0.530
3 C -0.1538 1.4394 -1.4527  0.267
4 C 0.9406 2.2608 -1.8363  0.987
5 C 0.7149 3.6029 -2.1792  -0.767
6 C -0.5765 4.1164 -2.1831  -1.067
7 C 2.3071 1.7464 -1.8768  -0.785
8 C 2.4174 0.2986 -1.7539  0.926
9 C 1.2912 -0.5059 -1.4418  0.676
10 C 1.3944 -1.9225 -1.5127  0.341
11 C 2.6514 -2.4817 -1.7291  -0.791
12 C 3.7905 -1.6849 -1.9002  -1.113
13 C 3.6688 -0.3015 -1.9449  -0.775
14 H -2.6816 3.6697 -1.9261  0.384
15 H 1.5797 4.2261 -2.4260  0.477
16 H -0.7502 5.1655 -2.4187  0.389
17 H 2.8426 2.1233 -2.7629  0.733
18 H 2.7254 -3.5740 -1.7544  0.381
19 H 4.7641 -2.1630 -2.0145  0.395
20 H 4.5359 0.3406 -2.1196  0.493
21 N 0.1221 0.1369 -1.0002  -0.199
22 Fe -0.6285 -0.4881 0.4713  -0.227
23 C -2.6901 1.1141 -1.1391  -1.495
24 H -2.8353 0.2710 -1.8342  0.414
25 H -3.5986 1.7310 -1.1080  0.534
26 C 0.1946 -2.8367 -1.3421  -1.392
27 H -0.5606 -2.6844 -2.1292  0.446
28 H 0.5142 -3.8866 -1.3401  0.440
29 P -2.5365 0.4066 0.5672  1.372
30 P -0.6534 -2.5824 0.2783  1.220
31 C 0.4374 -3.4466 1.4534  -1.372
32 H 0.0287 -3.2855 2.4613  0.350
33 H 0.4732 -4.5206 1.2245  0.435
34 H 1.4524 -3.0258 1.4206  0.314
35 C -2.1825 -3.5458 0.2004  -1.450
36 H -1.9637 -4.6211 0.1925  0.456
37 H -2.7846 -3.3006 1.0840  0.427
38 H -2.7487 -3.2736 -0.6997  0.402
39 C -2.6547 1.8963 1.6050  -1.500
40 H -3.6149 2.4021 1.4381  0.463
41 H -2.5605 1.5931 2.6559  0.406
42 H -1.8365 2.5891 1.3688  0.306
43 C -4.0274 -0.5576 0.9077  -1.148
44 H -4.1793 -0.5678 1.9951  0.368
45 H -4.8980 -0.1132 0.4105  0.415
46 H -3.8945 -1.5916 0.5658  0.252
47 H 3.1767 2.4412 -0.9222  -0.197
48 H 3.7033 2.8229 -0.4487  -0.032
49 C 2.0538 -0.5958 2.9634  -1.294
50 S 1.0398 0.5798 2.0530  0.952
51 C 0.2499 1.4324 3.4288  -1.266
52 O 1.9702 1.5410 1.3835  -0.615
53 H 1.4344 -1.3760 3.4224  0.311
54 H 2.5775 -0.0118 3.7308  0.528
55 H 2.7672 -1.0394 2.2597  0.312
56 H 1.0309 1.6089 4.1761  0.515
57 H -0.1440 2.3745 3.0377  0.325
58 H -0.5541 0.8143 3.8421  0.321

Output
- DFT total energy: -89608.9695 eV
- Multiplicity: 6
- LUMO level (alpha / beta): -0.08714 / -0.13814 Ha
- Net charge: +1
- HOMO level (alpha / beta): -8.7 / -10.4 eV



A molecular structure, C21H31MoN7O4Te at a distorted geometry, computed with wB97M-V/def2-TZVPD.

Each line ends with the Mulliken charge.
Element x y z (Å)
1 Mo -0.1011 -0.1380 0.0410  0.418
2 C -2.2954 4.2542 2.7923  -0.896
3 N -2.6227 2.9817 2.1531  0.119
4 C -3.8977 2.5579 2.0335  0.212
5 C -4.1868 1.4377 1.3442  -1.181
6 C -3.1195 0.7390 0.7217  0.675
7 O -3.4565 -0.2308 -0.0500  -0.349
8 N -1.8198 1.0711 0.9382  0.163
9 C -1.5581 2.2415 1.6574  0.007
10 O -0.4325 2.6459 1.8862  -0.640
11 H -3.2055 4.7109 3.1688  0.304
12 H -1.8256 4.9177 2.0683  0.313
13 H -1.5972 4.0966 3.6106  0.304
14 H -4.6597 3.1656 2.5008  0.357
15 H -5.1931 1.0719 1.2253  0.471
16 N 4.7893 -1.5843 -2.3464  -0.183
17 C 3.6347 -2.2350 -1.6772  -0.715
18 C 2.7172 -1.0662 -1.2166  0.546
19 O 3.2091 0.0649 -1.4203  -0.690
20 O 1.6108 -1.3816 -0.7233  -0.495
21 H 4.8140 -1.7392 -3.3507  0.356
22 H 5.6952 -1.8271 -1.9564  0.357
23 H 4.5150 -0.5446 -2.1263  0.300
24 H 3.9533 -2.7996 -0.8048  0.298
25 H 3.0950 -2.8951 -2.3496  0.346
26 C -3.7399 -6.5620 1.1372  -1.476
27 C -3.3272 -5.2612 0.5173  0.556
28 C -2.1956 -4.5852 0.9578  -1.099
29 C -1.8043 -3.3793 0.3952  1.067
30 C -0.5441 -2.7356 0.8996  -1.190
31 C -2.5807 -2.8365 -0.6301  0.110
32 Te -2.0687 -0.9618 -1.4853  0.453
33 C -3.7457 -3.4766 -1.0836  0.953
34 C -4.6229 -2.9055 -2.1676  -1.750
35 C -4.0879 -4.6851 -0.4950  -0.822
36 H -2.9546 -6.9699 1.7699  0.363
37 H -3.9868 -7.2964 0.3710  0.388
38 H -4.6326 -6.4165 1.7482  0.333
39 H -1.6017 -5.0121 1.7584  0.367
40 H -0.3097 -3.0734 1.9068  0.536
41 H -0.6654 -1.6272 0.9892  0.902
42 H 0.2960 -2.9815 0.2532  0.177
43 H -4.2166 -3.1440 -3.1530  0.327
44 H -4.7152 -1.8251 -2.0819  0.373
45 H -5.6222 -3.3316 -2.1113  0.396
46 H -4.9870 -5.1881 -0.8327  0.442
47 C 5.1670 3.5110 -0.0109  -1.372
48 C 4.0902 4.3320 -0.7180  0.822
49 C 3.8635 3.8406 -2.1462  -1.279
50 C 2.7824 4.3532 0.0977  -1.253
51 N 2.1256 3.0544 0.1945  0.866
52 C 2.2838 2.0745 1.1093  -0.524
53 N 1.4760 1.1067 0.8017  -0.147
54 N 0.8628 1.5170 -0.3166  0.540
55 N 1.2217 2.6710 -0.7002  -0.990
56 H 6.1150 3.6068 -0.5396  0.423
57 H 4.9019 2.4495 0.0110  0.187
58 H 5.3270 3.8537 1.0132  0.375
59 H 4.4182 5.3726 -0.7616  0.316
60 H 3.5639 2.7940 -2.1562  0.119
61 H 4.7843 3.9444 -2.7202  0.442
62 H 3.0879 4.4204 -2.6488  0.369
63 H 2.0661 5.0265 -0.3696  0.388
64 H 2.9761 4.6916 1.1140  0.471
65 H 2.9372 2.1200 1.9631  0.446

Output
- DFT total energy: -50035.2869 eV
- Multiplicity: 3
- LUMO level (alpha / beta): -0.21665 / -0.22347 Ha
- Net charge: +2
- HOMO level (alpha / beta): -13.6 / -12.4 eV